1.
Molecular formula: C12H14BF4IN2Ni
Method: DFT, ωB97M-V/def2-TZVPD

Geometry as XYZ:
```
35
Properties=species:S:1:pos:R:3:lowdin_charge:R:1
C 0.70 2.51 1.28 -0.02
C 2.99 1.27 0.06 -0.15
H -0.33 2.59 1.03 -0.01
H 1.37 3.42 1.22 0.07
H 0.90 1.80 2.16 0.07
H 3.22 0.78 -0.86 -0.02
H 3.42 2.35 0.25 0.09
H 3.05 0.65 0.99 0.07
C -1.98 2.00 -0.51 -0.15
C -3.34 1.76 -0.74 -0.03
C -3.75 0.47 -1.11 -0.05
C -2.81 -0.50 -1.26 0.00
H -1.63 2.97 -0.26 0.09
H -4.01 2.62 -0.58 0.12
H -4.87 0.31 -1.24 0.14
H -3.09 -1.52 -1.54 0.11
N -1.07 1.04 -0.63 0.02
C -1.47 -0.21 -1.00 -0.18
C -0.37 -1.20 -1.06 -0.20
N 0.85 -0.70 -0.79 0.08
C 1.90 -1.48 -0.60 -0.11
C 0.60 -3.42 -1.12 -0.02
C 1.84 -2.88 -0.76 0.00
H 2.81 -0.93 -0.30 0.09
H 2.74 -3.40 -0.59 0.10
C -0.52 -2.58 -1.28 0.03
H -1.51 -2.95 -1.55 0.11
H 0.55 -4.46 -1.25 0.09
Ni 1.20 1.66 -0.30 0.02
I 1.17 2.20 -2.53 0.55
F 1.50 -1.40 2.46 0.09
B 0.30 -0.85 2.97 -1.18
F 0.55 0.49 3.44 0.04
F -0.68 -0.80 1.94 0.08
F -0.18 -1.60 4.07 0.09
```

Results
- total charge = 0
- Kohn-Sham gap (spin up / spin down) (eV) = 7.638 / 6.456
- highest occupied orbital energy (spin up / spin down) (eV) = -9.6 / -9.6
- LUMO energy (spin up / spin down) (eV) = -1.98 / -3.16
- multiplicity = 3
- relative energy (zero: lowest compared OMol25 entry of this formula, charge and spin) (kJ/mol) = 404.9

=====

2.
Molecular formula: H2InO9P2
Method: DFT, ωB97M-V/def2-TZVPD

Geometry as XYZ:
```
14
Properties=species:S:1:pos:R:3:lowdin_charge:R:1
In -1.27 -0.25 -1.43 0.80
P -0.35 2.09 1.02 -0.23
O -0.62 3.47 0.42 -0.42
O 0.64 1.29 0.12 -0.47
O -1.72 1.38 0.97 -0.46
O 0.17 2.37 2.40 -0.40
P 0.28 -3.30 1.05 -0.10
O -0.58 -2.02 0.74 -0.44
O 1.75 -2.89 1.23 -0.35
O 0.12 -4.49 0.05 -0.43
O -0.13 -3.92 2.43 -0.38
O 0.36 1.79 -2.86 -0.16
H 0.71 2.54 -2.37 0.03
H 0.65 1.94 -3.76 0.01
```

Results
- total charge = -3
- Kohn-Sham gap (eV) = 2.537
- highest occupied orbital energy (eV) = 3.3
- LUMO energy (eV) = 5.88
- multiplicity = 1
- relative energy (zero: lowest compared OMol25 entry of this formula, charge and spin) (kJ/mol) = 369.1

=====

3.
Molecular formula: C33H75O18P3
Method: DFT, ωB97M-V/def2-TZVPD

Geometry as XYZ:
```
129
Properties=species:S:1:pos:R:3:lowdin_charge:R:1
C 5.77 -0.18 6.53 -0.11
O 4.93 -0.48 5.47 -0.23
P 3.60 0.31 5.15 0.47
O 3.12 1.23 6.21 -0.22
O 3.91 0.99 3.71 -0.19
C 4.42 0.19 2.71 -0.15
O 2.62 -0.98 4.91 -0.24
C 1.70 -1.26 5.97 -0.12
H 5.81 -1.14 7.04 0.09
H 5.38 0.56 7.22 0.09
H 6.76 0.01 6.13 0.09
H 4.32 -0.89 2.81 0.08
H 5.47 0.44 2.55 0.09
H 3.94 0.56 1.80 0.08
H 0.94 -0.52 6.24 0.10
H 2.24 -1.35 6.92 0.08
H 1.26 -2.25 5.89 0.08
C 5.01 3.85 -4.09 -0.12
O 4.25 4.32 -2.98 -0.20
P 2.73 3.80 -2.81 0.47
O 2.47 2.34 -2.94 -0.23
O 1.86 4.77 -3.80 -0.23
C 1.18 4.25 -4.87 -0.13
O 2.46 4.41 -1.36 -0.21
C 2.49 5.85 -1.29 -0.10
H 5.21 4.60 -4.85 0.09
H 4.49 3.15 -4.74 0.08
H 5.94 3.31 -3.96 0.09
H 0.90 3.25 -4.54 0.07
H 1.91 4.10 -5.68 0.10
H 0.24 4.77 -5.05 0.09
H 2.58 6.32 -0.31 0.10
H 1.59 6.19 -1.80 0.07
H 3.36 6.34 -1.71 0.09
C 1.29 1.52 0.12 -0.08
O 0.18 1.39 1.06 -0.22
P -0.75 0.02 1.10 0.47
O -1.69 0.13 2.29 -0.26
O 0.23 -1.29 1.17 -0.24
C 1.04 -1.55 2.29 -0.10
O -1.37 -0.06 -0.32 -0.19
C -2.07 -1.22 -0.70 -0.09
H 1.61 0.53 -0.21 0.08
H 2.20 1.83 0.63 0.07
H 1.19 2.29 -0.65 0.05
H 0.61 -1.17 3.22 0.08
H 2.09 -1.25 2.22 0.07
H 0.98 -2.62 2.47 0.09
H -1.68 -1.55 -1.66 0.08
H -3.12 -1.09 -0.94 0.07
H -2.02 -2.00 0.06 0.07
C -1.50 0.16 -4.82 -0.19
C -2.10 1.50 -4.66 -0.18
C -2.05 2.14 -6.04 -0.17
O -1.17 1.28 -6.78 -0.17
C -1.26 -0.10 -6.31 -0.16
H -1.95 -0.73 -4.38 0.11
H -0.46 0.25 -4.51 0.11
H -1.56 2.03 -3.88 0.09
H -3.13 1.43 -4.32 0.11
H -1.60 3.14 -5.99 0.11
H -3.02 2.21 -6.52 0.12
H -0.32 -0.59 -6.58 0.12
H -2.10 -0.56 -6.84 0.11
C -3.88 -3.01 2.04 -0.16
C -4.48 -2.05 3.08 -0.17
C -3.87 -2.54 4.35 -0.20
O -3.03 -3.66 3.98 -0.17
C -2.54 -3.51 2.62 -0.16
H -3.80 -2.55 1.06 0.08
H -4.65 -3.79 2.04 0.11
H -5.57 -2.14 3.12 0.11
H -4.11 -1.03 2.95 0.10
H -4.62 -2.92 5.04 0.12
H -3.26 -1.79 4.84 0.12
H -2.20 -4.49 2.28 0.12
H -1.71 -2.81 2.50 0.09
C -6.86 1.06 -1.36 -0.17
C -5.35 1.01 -1.53 -0.20
C -4.84 1.03 -0.12 -0.21
O -5.84 1.77 0.58 -0.14
C -7.06 1.99 -0.18 -0.17
H -7.16 0.05 -1.09 0.12
H -7.39 1.41 -2.24 0.11
H -4.99 1.84 -2.14 0.10
H -5.04 0.13 -2.09 0.11
H -3.92 1.61 -0.12 0.11
H -4.69 0.00 0.20 0.11
H -7.09 3.03 -0.51 0.12
H -7.88 1.67 0.47 0.12
C -1.92 4.92 -2.48 -0.16
C -2.06 3.73 -1.53 -0.15
C -2.64 4.46 -0.31 -0.20
O -2.40 5.82 -0.49 -0.13
C -1.51 6.01 -1.58 -0.20
H -2.84 5.11 -3.05 0.13
H -1.10 4.70 -3.16 0.09
H -1.09 3.34 -1.24 0.10
H -2.65 2.89 -1.90 0.09
H -2.07 4.22 0.59 0.12
H -3.65 4.11 -0.10 0.11
H -0.49 6.04 -1.19 0.11
H -1.71 7.03 -1.92 0.13
C 2.93 -4.73 5.01 -0.19
C 4.28 -4.30 4.57 -0.17
C 5.18 -4.63 5.79 -0.17
O 4.31 -4.85 6.91 -0.13
C 2.93 -4.82 6.54 -0.18
H 2.77 -5.73 4.58 0.11
H 2.12 -4.19 4.52 0.10
H 4.23 -3.22 4.46 0.09
H 4.71 -4.80 3.70 0.11
H 5.90 -3.84 6.03 0.11
H 5.70 -5.54 5.49 0.11
H 2.47 -3.89 6.87 0.09
H 2.32 -5.63 6.92 0.12
C 1.69 -5.05 -4.64 -0.17
C 1.44 -3.81 -3.79 -0.18
C -0.08 -3.66 -3.62 -0.17
O -0.54 -4.79 -4.39 -0.17
C 0.44 -5.84 -4.50 -0.20
H 2.59 -5.62 -4.38 0.12
H 1.75 -4.56 -5.61 0.12
H 1.82 -2.90 -4.25 0.10
H 1.95 -3.89 -2.83 0.10
H -0.46 -2.81 -4.19 0.10
H -0.36 -3.62 -2.57 0.11
H 0.22 -6.44 -5.38 0.12
H 0.26 -6.46 -3.61 0.12
```

Results
- total charge = 0
- SMILES = COP(=O)(OC)OC.COP(=O)(OC)OC.COP(=O)(OC)OC.C1CCOC1.C1CCOC1.C1CCOC1.C1CCOC1.C1CCOC1.C1CCOC1
- Kohn-Sham gap (eV) = 9.667
- highest occupied orbital energy (eV) = -9.3
- LUMO energy (eV) = 0.36
- multiplicity = 1
- relative energy (zero: lowest compared OMol25 entry of this formula, charge and spin) (kJ/mol) = 0.0

=====

4.
Molecular formula: C14H33AlOS2Si3
Method: DFT, ωB97M-V/def2-TZVPD

Geometry as XYZ:
```
54
Properties=species:S:1:pos:R:3:lowdin_charge:R:1
Al 0.19 0.00 0.59 -0.27
C 4.06 -0.88 1.77 -0.13
C 2.55 -0.97 1.62 -0.71
S 1.99 -1.11 -0.07 0.74
C 1.73 -0.97 2.69 -0.72
C 2.21 -0.91 4.11 -0.11
S -0.05 -1.03 2.56 0.74
H 4.52 -0.76 0.79 0.06
H 4.47 -1.78 2.23 0.08
H 4.33 -0.02 2.38 0.07
H 3.30 -0.93 4.18 0.07
H 1.81 -1.77 4.66 0.08
H 1.84 -0.01 4.60 0.07
C -2.70 -0.81 -0.03 -0.05
O -1.61 0.11 0.07 -0.34
Si -1.74 1.87 0.26 0.45
C -2.89 2.41 -1.12 -0.15
C -2.66 2.10 1.89 -0.14
C 0.11 2.02 0.21 -0.45
Si 0.73 2.23 -1.58 0.43
C 0.05 3.84 -2.32 -0.16
C 2.60 2.28 -1.80 -0.17
C 0.15 0.77 -2.64 -0.17
Si 0.93 3.15 1.48 0.44
C 2.81 2.90 1.43 -0.16
C 0.56 4.98 1.21 -0.18
C 0.33 2.72 3.22 -0.18
H -3.30 -0.58 -0.91 0.10
H -3.32 -0.76 0.86 0.10
H -2.29 -1.82 -0.12 0.10
H -3.91 2.05 -0.95 0.04
H -2.57 2.04 -2.10 0.02
H -2.94 3.50 -1.18 0.04
H -3.73 1.92 1.76 0.04
H -2.54 3.10 2.29 0.04
H -2.28 1.39 2.64 0.04
H 0.25 4.68 -1.65 0.01
H -1.02 3.79 -2.49 0.01
H 0.53 4.05 -3.28 0.04
H 3.06 3.16 -1.35 0.02
H 2.82 2.30 -2.87 0.04
H 3.07 1.39 -1.39 0.01
H -0.93 0.75 -2.80 0.02
H 0.42 -0.18 -2.17 -0.01
H 0.62 0.79 -3.62 0.04
H 3.31 3.67 0.84 0.03
H 3.06 1.93 0.98 0.01
H 3.23 2.92 2.43 0.03
H 0.97 5.35 0.27 0.01
H 1.00 5.57 2.02 0.03
H -0.52 5.17 1.21 0.03
H 0.02 1.67 3.29 -0.02
H -0.52 3.33 3.52 0.02
H 1.12 2.87 3.96 0.03
```

Results
- total charge = 0
- Kohn-Sham gap (eV) = 7.774
- highest occupied orbital energy (eV) = -7.4
- LUMO energy (eV) = 0.41
- multiplicity = 1